[1]
C5H3NO2 | ωB97M-V/def2-TZVPD

```
11
Properties=species:S:1:pos:R:3:forces:R:3
C -0.579 0.053 0.921 1.5124 -0.2732 -0.5297
C 0.785 0.297 1.190 -4.1546 -0.8495 -0.2698
C -0.815 -0.352 -0.483 -1.5847 0.0160 2.1080
C 1.723 0.142 0.233 0.5929 0.1122 -3.2448
C 0.103 0.436 -1.298 2.4253 0.1880 0.4445
N -1.552 -1.104 -1.190 -0.3460 0.1868 -0.5298
O 0.027 1.077 -2.257 0.1106 0.3634 -0.3117
O 2.829 -0.020 -0.113 0.0061 -0.2416 0.3689
H -1.299 0.378 1.697 0.1946 -0.6719 -0.9254
H 0.965 0.833 2.039 1.0225 1.4421 2.2353
H -2.188 -1.740 -0.737 0.2208 -0.2723 0.6545
```
Positions in Å, forces in eV/Å.

- ΔE to the lowest compared entry with this formula, charge and spin: 296.8 kJ/mol
- Electronic energy: -10814.3378 eV
- HOMO (spin up / spin down): -0.2872 / -0.2872 Eh
- Charge: 0
- Frontier orbital gap (spin up / spin down): 6.88 / 6.88 eV

Atomic partial charges in e from the Mulliken method, atoms 1 to 8:
1. C -0.39
2. C -0.38
3. C 0.62
4. C 0.47
5. C 0.11
6. N -0.70
7. O -0.33
8. O -0.39


[2]
C5H3NO2 | ωB97M-V/def2-TZVPD

```
11
Properties=species:S:1:pos:R:3:forces:R:3
C -0.295 1.480 0.013 14.2591 -1.6383 2.8018
C 0.322 0.268 -0.034 -2.7281 -0.4291 -1.1113
C 1.774 -0.139 -0.027 2.3048 -3.7271 -0.8230
C -0.569 -0.960 -0.168 3.1786 -7.0132 2.8818
C -2.080 -1.000 -0.172 -6.4543 3.8824 1.6467
H 0.583 2.192 0.471 -2.9354 -0.6152 -1.6124
H -1.201 1.621 -0.046 -9.1523 1.7633 -0.5839
H 2.664 0.709 -0.245 -2.3279 -1.9498 0.7919
N -3.250 -0.649 0.081 8.2134 -2.8481 -1.9462
O 2.020 -1.397 -0.007 1.9707 7.1783 -0.1164
O 0.030 -2.125 0.134 -6.3285 5.3969 -1.9290
```
Positions in Å, forces in eV/Å.

- ΔE to the lowest compared entry with this formula, charge and spin: 500.6 kJ/mol
- Electronic energy: -10812.2262 eV
- HOMO: -0.3416 Eh
- Charge: 0
- Frontier orbital gap: 7.58 eV

Atomic partial charges in e from the Mulliken method, atoms 1 to 8:
1. C -0.88
2. C 0.65
3. C -0.06
4. C 0.50
5. C 0.12
6. H 0.16
7. H 0.59
8. H 0.23


[3]
C5H4 | ωB97M-V/def2-TZVPD

```
9
Properties=species:S:1:pos:R:3:forces:R:3
C 1.272 -0.497 -0.130 0.1760 -0.0338 0.0015
C -0.701 -1.603 -0.950 0.2306 0.5483 0.3274
C -0.237 -0.544 -0.321 -0.2018 -0.3464 -0.2096
C -1.089 0.502 0.155 -0.3405 0.3707 0.1617
C -1.787 1.395 0.563 0.3152 -0.3557 -0.1652
H 1.511 -0.455 0.936 -0.0934 -0.0240 -0.1221
H 1.679 0.391 -0.619 -0.1016 -0.1024 0.0286
H 1.750 -1.382 -0.560 -0.0886 0.1110 0.0508
H -2.399 2.193 0.925 0.1041 -0.1677 -0.0730
```
Positions in Å, forces in eV/Å.

- ΔE to the lowest compared entry with this formula, charge and spin: 213.4 kJ/mol
- Electronic energy: -5243.9837 eV
- HOMO: -0.3528 Eh
- Charge: 0
- Frontier orbital gap: 9.01 eV

Atomic partial charges in e from the Mulliken method, atoms 1 to 8:
1. C -1.04
2. C -0.31
3. C 0.18
4. C -0.42
5. C 0.28
6. H 0.29
7. H 0.29
8. H 0.34


[4]
C5H4 | ωB97M-V/def2-TZVPD

```
9
Properties=species:S:1:pos:R:3:forces:R:3
C -1.580 -0.344 -0.015 0.2458 0.0545 0.0105
C -0.091 -0.100 0.004 0.9140 -0.3622 -0.0013
C 0.995 0.566 0.014 -0.1748 0.5481 -0.0063
C 2.265 0.926 0.022 0.5799 0.5005 -0.0012
C 3.528 1.023 0.022 -0.7110 0.0362 0.0040
H -1.902 -0.950 0.841 0.2741 0.0958 -0.1809
H -1.897 -0.860 -0.930 0.2872 0.0780 0.1970
H -2.148 0.593 0.031 0.4430 -0.0824 -0.0032
H 0.830 -0.855 0.011 -1.8582 -0.8686 -0.0186
```
Positions in Å, forces in eV/Å.

- ΔE to the lowest compared entry with this formula, charge and spin: 308.6 kJ/mol
- Electronic energy: -5242.9970 eV
- HOMO: -0.3382 Eh
- Charge: 0
- Frontier orbital gap: 8.65 eV

Atomic partial charges in e from the Mulliken method, atoms 1 to 8:
1. C -0.99
2. C 0.22
3. C 0.68
4. C -0.34
5. C -0.72
6. H 0.29
7. H 0.29
8. H 0.30


[5]
C5H4 | ωB97M-V/def2-TZVPD

```
9
Properties=species:S:1:pos:R:3:forces:R:3
C 1.055 -0.927 0.246 -0.0833 -0.1755 0.0006
C 1.050 0.521 0.332 -0.3252 0.5060 -0.0601
C 0.366 1.528 0.230 0.4065 -0.7045 0.0505
C -0.978 1.360 -0.107 -0.7265 -0.2226 -0.1986
C -1.976 0.738 -0.394 0.2197 0.6240 0.0911
H 1.247 -1.451 1.182 0.1440 0.0858 -0.1357
H 1.625 -1.345 -0.585 0.0729 0.0880 0.2051
H -0.036 -1.023 0.007 0.4948 -0.3717 0.0779
H -2.858 0.209 -0.651 -0.2029 0.1706 -0.0308
```
Positions in Å, forces in eV/Å.

- ΔE to the lowest compared entry with this formula, charge and spin: 191.7 kJ/mol
- Electronic energy: -5244.2083 eV
- HOMO: -0.3381 Eh
- Charge: 0
- Frontier orbital gap: 9.42 eV

Atomic partial charges in e from the Mulliken method, atoms 1 to 8:
1. C -0.58
2. C 0.04
3. C -0.46
4. C 0.42
5. C -0.42
6. H 0.26
7. H 0.25
8. H 0.14


[6]
C5H40NO14S | ωB97M-V/def2-TZVPD

```
61
Properties=species:S:1:pos:R:3:forces:R:3
C 1.933 -1.165 0.455 -0.3593 2.2191 -0.6442
N 1.453 0.008 -0.406 -1.2547 -1.5576 -1.6197
C 0.118 -0.202 -1.158 1.6059 1.6351 -0.1006
C -0.068 1.078 -2.013 -1.1806 0.5745 1.2001
S -1.400 0.995 -3.247 -0.3883 -0.1956 -0.0802
C -0.978 -0.323 -0.092 -0.2102 0.7899 -2.7531
C 3.308 -0.656 0.825 1.2342 -2.8095 0.0639
H 1.230 -1.296 1.299 0.6515 -0.1403 -0.0616
H 2.038 -2.152 -0.039 -0.3665 1.1743 -0.0798
H 1.253 0.854 0.137 0.4125 -0.5077 0.3983
H 0.244 -1.061 -1.886 -0.3475 0.7416 1.4462
H -0.389 1.923 -1.278 1.1829 -1.2198 -1.1214
H 0.832 1.296 -2.572 0.4834 0.2294 0.2953
H -1.600 0.548 0.093 0.1528 0.2564 -0.4315
H -0.413 -0.504 0.733 0.6916 -1.0721 2.8366
H -1.566 -1.109 -0.443 -1.4445 -1.4843 0.3148
H 3.347 0.011 1.609 -0.4819 1.9180 1.7187
H 3.913 -1.494 1.259 -0.1072 0.4181 -0.6836
H 3.822 -0.183 -0.013 -0.1020 -0.4462 -0.0533
H -1.545 1.047 4.364 -0.1827 -0.6256 -0.2066
H -2.138 -0.247 3.777 0.9098 -2.3857 -0.9493
O -2.359 0.568 4.140 -0.6841 3.0733 1.6242
H 0.536 3.577 1.137 -5.2873 2.1296 1.1630
H 1.789 3.899 0.343 3.0760 4.3748 -4.3451
O 1.346 3.373 0.865 2.2042 -6.3855 3.1698
H 1.946 1.703 2.588 -1.7773 -0.6456 0.4952
H 0.516 1.946 2.094 0.6453 -1.3131 1.4170
O 1.006 1.401 2.800 1.0271 2.0013 -1.9297
H 0.173 -1.716 3.273 0.7904 -1.2956 -0.4422
H 0.472 -0.187 3.075 0.4824 0.3775 -0.2693
O -0.092 -0.846 3.492 -1.1755 0.3826 0.8404
H -0.575 -0.916 -3.773 -1.5653 0.6711 0.8835
H 0.379 -0.681 -4.789 -0.2634 -1.2237 0.2327
O 0.094 -1.449 -4.218 0.8548 0.7983 -1.9139
H -2.452 3.400 -1.961 2.0327 1.0795 -0.9772
H -0.999 3.756 -2.554 0.3403 -1.1717 -0.6656
O -1.750 4.117 -2.115 -2.4458 0.0009 1.6876
H -1.944 -1.375 2.255 1.6120 1.0305 -1.6336
H -2.249 -2.265 3.373 -2.6638 2.0293 -2.8537
O -2.762 -1.659 2.599 1.0651 -3.4202 4.2351
H 2.726 1.922 -1.299 -0.4909 -0.7669 0.0638
H 2.227 3.166 -2.098 0.7613 -0.7277 0.9248
O 2.860 2.860 -1.403 -0.2153 1.4615 -1.0690
H -1.407 3.332 0.182 -0.1236 0.0443 -0.2504
H -2.196 2.764 1.386 -1.7027 -0.4085 0.6179
O -1.330 2.911 1.044 2.0942 0.4906 -0.5595
H -3.062 2.786 3.160 0.1296 0.8498 0.7725
H -3.121 1.337 2.827 -0.8823 1.9221 -0.6083
O -3.455 2.259 2.480 0.2464 -2.2950 -0.1111
H 2.731 -0.828 -2.866 -0.5895 -0.7569 0.0381
H 1.310 -1.422 -3.452 1.7957 -0.6519 0.4819
O 2.261 -1.666 -3.060 -0.3486 0.9548 -0.1167
H 1.598 -2.857 -1.649 0.4637 -0.2894 -0.3319
H 1.907 -4.264 -2.039 1.2817 -2.4666 -4.1560
O 1.752 -3.768 -1.318 -0.4228 2.2888 3.4666
H 0.987 -4.593 2.114 0.7660 0.0297 -0.0765
H -0.425 -4.530 1.761 -0.7549 0.1291 -0.7170
O 0.134 -4.778 2.491 -0.0430 0.0043 0.5979
H 0.298 -4.424 -0.949 -2.1227 1.4494 1.5097
H -0.965 -3.420 -1.172 1.2576 -2.1756 2.3986
O -0.563 -4.087 -0.463 -0.2668 0.9086 -3.0825
```
Positions in Å, forces in eV/Å.

- ΔE to the lowest compared entry with this formula, charge and spin: 324.0 kJ/mol
- Electronic energy: -46824.3794 eV
- HOMO: -0.1560 Eh
- Charge: -1
- Frontier orbital gap: 6.69 eV

Atomic partial charges in e from the Mulliken method, atoms 1 to 8:
1. C 0.63
2. N 0.39
3. C 1.18
4. C -0.16
5. S -0.50
6. C -0.69
7. C -1.48
8. H -0.72


[7]
C5H42N2O14 | ωB97M-V/def2-TZVPD

```
63
Properties=species:S:1:pos:R:3:forces:R:3
C 0.716 -2.789 0.486 -1.5766 -1.8112 -0.3665
N 0.579 -1.919 1.623 0.8558 0.0054 -0.6037
C 1.796 -1.969 2.489 -2.0654 0.1649 -0.0066
C 1.077 0.306 0.441 0.9353 -0.4967 -0.8453
C 0.163 -0.556 1.324 -0.3740 1.5512 0.2998
C -1.271 -0.503 0.810 0.4891 -0.5936 0.5684
N -1.971 0.739 1.188 -0.1445 -0.7247 -0.2822
H -0.199 -2.787 -0.115 0.1294 1.0159 -0.5434
H 1.608 -2.779 -0.137 0.2368 0.5968 0.1628
H 0.558 -3.857 0.732 0.7761 0.1909 0.8700
H 1.350 -2.077 3.482 0.7546 -0.2853 0.2505
H 2.354 -2.828 2.139 0.5089 0.0794 0.5240
H 2.352 -1.038 2.444 0.3633 -0.1843 -0.1757
H 2.089 -0.094 0.542 -0.0382 0.1178 -0.3178
H 0.778 0.265 -0.610 0.1225 -0.4784 -0.0431
H 1.215 1.385 0.555 -0.7159 -0.0290 0.8799
H 0.125 -0.074 2.309 -0.0159 -0.0678 0.0383
H -1.705 -1.419 1.232 -0.4841 0.5631 0.1085
H -1.342 -0.690 -0.253 0.2994 0.2581 -0.4364
H -2.790 0.378 1.667 -0.3722 0.9453 -0.2315
H -1.469 1.260 1.901 0.1665 -0.1946 0.0550
H -2.592 -0.243 -1.778 -0.6867 0.5768 -0.2009
H -4.179 -0.046 -1.798 0.0775 0.5578 -0.1452
O -3.459 -0.634 -1.597 0.3120 -1.3919 0.4471
H 3.971 -0.219 -2.220 -0.4706 0.3243 -0.0576
H 3.130 -1.540 -2.028 0.0630 0.8923 -0.5029
O 4.004 -1.128 -1.923 0.4758 -0.8530 -0.1811
H -1.679 -1.821 -2.915 -0.0026 -0.1247 -0.1034
H -1.784 -0.893 -4.092 0.1247 0.2655 -0.0253
O -1.130 -1.350 -3.555 -0.2280 -0.2923 0.2484
H 4.821 -0.799 0.964 0.1278 0.0997 -0.4771
H 3.891 -0.940 -0.326 0.8454 0.1938 -0.6417
O 3.956 -1.035 0.630 -0.4661 -0.4921 1.8553
H 4.549 2.236 -0.953 -0.0544 0.1304 0.1314
H 3.013 2.129 -0.756 0.1413 0.0820 -0.3118
O 3.824 1.607 -0.901 0.3348 -0.2765 0.1680
H 2.755 2.818 -2.402 0.0835 -0.1898 -0.3059
H 1.151 2.759 -2.370 1.7004 0.0392 1.0679
O 1.962 3.133 -1.980 4.4550 2.4031 3.4581
H -2.983 2.002 3.974 -0.6537 -0.6938 0.4367
H -2.587 3.228 3.249 0.2907 0.0892 -0.0730
O -2.213 2.415 3.607 0.3190 0.6571 -0.2798
H 2.193 2.130 2.211 0.2209 -0.4051 0.0825
H 2.056 1.385 3.584 0.2957 -0.4036 -0.1379
O 1.821 2.168 3.094 -0.4598 0.7993 0.1271
H 0.502 -1.304 -2.504 -0.2567 -0.9543 0.1181
H 1.484 -2.580 -1.999 -1.3662 -0.2644 0.0647
O 1.365 -1.716 -2.380 1.5051 0.9186 -0.6299
H -0.924 3.284 -0.726 0.2441 -0.1344 0.3733
H -1.949 2.185 -0.109 0.4990 -0.1468 0.5298
O -1.751 2.813 -0.835 -0.7817 -0.0314 -0.5852
H -3.781 -1.024 2.612 -0.3594 -0.2977 0.1414
H -5.111 -0.700 1.917 -0.1043 -0.1310 -0.0913
O -4.438 -0.324 2.486 0.2918 0.1246 0.2258
H 0.357 2.651 -3.992 0.5610 0.3348 -0.3775
H -0.578 2.114 -2.973 0.3660 0.0206 0.1366
O 0.303 2.541 -3.045 -7.2195 -2.3505 -4.4188
H -2.128 -2.821 2.231 0.2465 -0.1849 0.0352
H -3.420 -3.017 1.440 0.1036 -0.1291 -0.0650
O -3.024 -3.166 2.306 -0.2682 0.2092 0.0880
H -3.118 1.452 -3.218 0.0800 0.1030 -0.3808
H -2.114 1.903 -2.161 0.0657 0.0258 -0.1793
O -2.178 1.389 -3.019 -0.3038 0.2770 0.5312
```
Positions in Å, forces in eV/Å.

- ΔE to the lowest compared entry with this formula, charge and spin: 535.0 kJ/mol
- Electronic energy: -37509.2895 eV
- HOMO: -0.3096 Eh
- Charge: 0
- Frontier orbital gap: 8.28 eV

Atomic partial charges in e from the Mulliken method, atoms 1 to 8:
1. C -1.03
2. N 0.13
3. C -1.03
4. C -0.23
5. C 0.29
6. C 0.67
7. N -0.26
8. H 0.28


[8]
C5H42N3O13 | ωB97M-V/def2-TZVPD

```
63
Properties=species:S:1:pos:R:3:forces:R:3
C 1.509 -2.473 0.241 1.1849 -2.7268 -1.4296
N 1.653 -1.082 0.412 1.0458 1.5449 2.0985
C 0.355 -0.483 0.901 0.9725 1.5980 -2.4424
C 0.362 1.067 0.695 -2.5852 2.2344 -1.1718
C 1.339 1.924 1.540 2.0434 -2.7504 1.1111
N 1.155 1.395 2.994 2.0008 0.2087 0.1697
C 1.631 -2.747 -1.306 1.8565 -1.8425 -1.3391
N 0.298 -2.737 -1.912 -1.2744 3.1360 -2.0394
H 0.661 -2.897 0.818 -0.3407 0.1571 -1.2340
H 2.270 -3.142 0.709 0.2789 1.0751 -0.2297
H 2.502 -1.057 1.121 -2.9751 0.9740 -1.4430
H 0.266 -0.516 1.925 -0.2517 -1.3138 2.2283
H -0.543 -1.003 0.386 1.7631 1.0704 0.9085
H 0.453 1.342 -0.379 0.3246 -0.6146 0.6473
H -0.728 1.605 0.868 2.3004 -1.8146 -0.0884
H 2.457 1.761 1.230 -2.0854 0.3024 0.3853
H 1.185 3.002 1.542 -0.4227 -0.1886 -0.2380
H 1.555 2.111 3.644 -0.6511 -0.5995 -0.6776
H 1.839 0.579 3.176 -1.4333 1.4712 -0.7077
H 2.338 -2.084 -1.946 -1.4250 -0.2331 1.8916
H 2.091 -3.741 -1.708 -0.8523 0.9975 1.7052
H -0.487 -2.757 -1.234 0.1670 -0.7110 -0.1672
H 0.187 -3.504 -2.565 -0.3586 -0.2591 -0.1514
H 0.078 -1.812 -2.480 0.4723 -1.9652 1.2478
H 3.784 3.143 -0.951 -0.1523 0.2289 0.0601
H 3.065 1.911 -1.465 0.0973 -0.1659 -0.1442
O 2.905 2.756 -1.014 0.1572 0.5680 0.1400
H -1.694 -3.499 0.582 -0.6067 0.1607 0.3646
H -2.446 -4.164 -0.623 -4.2603 -0.8844 -1.3608
O -1.654 -3.943 -0.278 4.8397 0.8742 1.0299
H 4.083 -1.747 2.181 3.7651 -0.0438 -0.8665
H 3.184 -1.523 3.331 -0.0235 0.6888 2.8175
O 3.219 -1.756 2.446 -2.8899 -0.9023 -1.0955
H -1.543 -1.627 2.145 0.0865 0.1469 -0.0866
H -2.020 -2.851 2.761 -1.3600 -1.0552 1.6726
O -1.466 -2.585 2.070 1.4068 0.1376 -1.1971
H -2.692 -1.076 -2.036 -1.9855 -0.1545 -0.6586
H -1.820 -1.074 -0.803 -0.3637 0.4051 -1.8232
O -1.788 -1.003 -1.820 1.7974 -0.0760 2.4678
H -2.610 0.017 1.574 -1.0503 -1.3739 -1.6329
H -3.850 -0.279 0.596 1.3281 -0.3372 0.3755
O -2.971 -0.650 0.876 -0.4504 1.6572 1.1466
H 0.657 2.926 -1.157 -1.1050 0.6350 -1.0724
H -0.698 3.573 -1.201 -1.8669 1.9811 2.3314
O -0.156 3.072 -1.724 3.6287 -2.4166 -1.8231
H -1.569 4.292 1.283 -0.6647 -0.3092 -1.6035
H -2.183 4.027 -0.260 -0.5037 -0.2667 1.3926
O -1.424 4.227 0.309 0.7919 0.7883 0.7160
H -1.994 0.935 -3.289 -1.8772 1.3856 0.8432
H -2.374 2.428 -2.917 -0.4620 -1.2544 -0.1079
O -2.755 1.508 -2.887 2.2820 -0.1393 -1.6754
H -0.733 0.601 2.956 -0.5869 -0.5565 0.5451
H -1.645 0.183 4.093 -0.4813 0.2495 1.6441
O -1.487 -0.018 3.195 1.0289 0.7913 -1.7692
H -3.911 1.917 -0.594 0.5543 0.4054 0.8485
H -2.734 1.488 -1.214 1.1387 -0.5605 -0.9503
O -2.946 1.923 -0.390 -1.9985 0.6012 0.6792
H 2.210 0.461 -2.479 -2.7876 0.3081 -2.5782
H 2.463 0.243 -1.067 -0.2713 -0.8517 0.8691
O 2.905 0.314 -1.916 2.8687 -0.3854 1.5230
H 0.573 1.453 -3.384 0.1380 0.5241 -0.5151
H -0.346 0.953 -2.420 -2.2354 1.2399 4.4437
O 0.035 0.689 -3.182 2.3193 -1.7940 -3.9835
```
Positions in Å, forces in eV/Å.

- ΔE to the lowest compared entry with this formula, charge and spin: 384.6 kJ/mol
- Expectation value of S²: 0.750
- Multiplicity: 2
- Electronic energy: -36948.4997 eV
- HOMO (spin up / spin down): -0.0703 / -0.3359 Eh
- Charge: 0
- Frontier orbital gap (spin up / spin down): 1.98 / 9.32 eV

Atomic partial charges in e from the Mulliken method, atoms 1 to 8:
1. C -0.85
2. N 0.45
3. C -0.04
4. C 1.39
5. C -0.71
6. N -0.44
7. C -0.79
8. N 0.10


Q: Which of these has the lowest electronic energy?
A: C5H40NO14S


Q: Which of these has the lowest ΔE to the lowest compared entry with this formula, charge and spin?
A: number 5


Q: Look up the charge of the eighth one.
A: 0